No. 1
DFT (ωB97M-V with the def2-TZVPD basis set) results for one molecule with the formula C6H9F.

Each line ends with the Mulliken charge.
Element x y z (Å)
C  0.015  0.999  -0.715  -0.899
C  -1.432  0.354  1.006  -0.545
C  -0.839  1.659  0.401  -0.621
C  0.701  -0.269  -0.101  0.617
C  -0.250  -0.582  1.022  0.017
C  0.941  -1.401  -1.050  -1.184
F  0.348  -0.775  2.216  -0.288
H  -0.667  0.691  -1.527  0.362
H  0.792  1.689  -1.105  0.432
H  -1.776  0.428  2.044  0.382
H  -2.275  0.041  0.351  0.254
H  -0.193  2.068  1.045  0.346
H  1.616  0.055  0.452  0.231
H  1.706  -2.124  -0.690  0.359
H  1.287  -0.774  -1.944  0.301
H  0.025  -2.060  -1.405  0.236

The lowest unoccupied orbital energy (alpha / beta) comes out at -0.0128 / 0.0154 Ha. Its orbital gap (alpha / beta) is 0.2793 / 0.3513 Ha. The energy above the lowest of the compared OMol25 structures with the same formula, charge and spin is 365.2 kJ/mol. The value obtained for the total energy is -333.7172 Ha. Its HOMO energy (alpha / beta) is -7.95 / -9.14 eV.



No. 2
DFT (ωB97M-V with the def2-TZVPD basis set) results for one molecule with the formula C3H5NO2S.

Each line ends with the Mulliken charge.
Element x y z (Å)
N  -1.868  -0.271  -1.259  -0.651
S  -1.141  0.119  0.027  0.763
O  -1.899  0.383  1.261  -0.590
C  0.427  1.390  -0.029  -0.453
C  1.465  0.620  0.230  -0.071
O  1.445  -0.675  0.511  -0.329
C  0.077  -1.183  0.458  -0.294
H  -2.835  -0.376  -1.177  0.289
H  0.237  2.407  -0.076  0.428
H  2.554  0.889  0.336  0.338
H  0.213  -1.969  -0.414  0.281
H  -0.366  -1.686  1.430  0.290

The lowest unoccupied orbital energy comes out at 0.0291 Ha. Its orbital gap is 0.3837 Ha. The energy above the lowest of the compared OMol25 structures with the same formula, charge and spin is 428.7 kJ/mol. The value obtained for the total energy is -720.5832 Ha. Its HOMO energy is -9.65 eV.



No. 3
DFT (ωB97M-V with the def2-TZVPD basis set) results for C5H9NSi as an isolated structure.

Each line ends with the Mulliken charge.
Element x y z (Å)
C  1.701  -0.289  -0.203  -0.327
C  1.438  0.930  -0.734  -0.672
C  0.808  -0.870  0.687  0.172
C  0.147  1.552  -0.278  -0.748
C  -0.562  0.492  0.521  -0.141
N  0.843  -1.903  1.288  -0.500
Si  -1.798  -0.634  -0.384  0.548
H  2.491  -0.980  -0.551  0.340
H  2.110  1.530  -1.277  0.487
H  0.398  2.348  0.420  0.247
H  -0.350  2.022  -1.116  0.340
H  -0.829  0.676  1.638  0.415
H  0.083  -2.239  1.878  0.259
H  -2.327  -1.714  0.413  -0.184
H  -1.110  -1.022  -1.634  -0.077
H  -3.044  0.102  -0.666  -0.157

The lowest unoccupied orbital energy (alpha / beta) comes out at 0.0362 / -0.0951 Ha. Its orbital gap (alpha / beta) is 0.2249 / 0.2250 Ha. The expectation value of S² is 2.03. The energy above the lowest of the compared OMol25 structures with the same formula, charge and spin is 181.4 kJ/mol. The value obtained for the total energy is -539.9341 Ha. Its multiplicity is 3. Its HOMO energy (alpha / beta) is -5.14 / -8.71 eV.



No. 4
DFT (ωB97M-V with the def2-TZVPD basis set) results for a 13-piece molecular cluster, C17H60N10O13 overall.

Each line ends with the Mulliken charge.
Element x y z (Å)
C  -1.326  -5.436  10.809  -0.991
C  -1.988  -4.800  12.005  -0.273
O  -3.391  -4.608  11.759  -0.295
H  -1.469  -6.486  10.786  0.316
H  -0.245  -5.300  10.802  0.413
H  -1.535  -5.046  9.772  0.135
H  -1.445  -3.908  12.275  0.463
H  -1.902  -5.505  12.923  0.199
H  -3.820  -4.221  12.561  0.158
C  -5.648  -9.770  8.154  -1.450
C  -6.555  -8.572  8.596  0.607
O  -6.939  -8.919  9.927  -0.475
H  -5.307  -9.662  7.118  0.351
H  -6.219  -10.672  8.176  0.394
H  -4.856  -9.856  8.834  0.305
H  -7.385  -8.333  7.973  0.447
H  -5.931  -7.672  8.697  -0.430
H  -7.500  -8.180  10.261  -0.085
C  -10.106  -11.183  14.317  -1.201
C  -10.196  -9.806  13.755  -0.298
O  -9.102  -9.564  12.905  -0.304
H  -9.953  -11.916  13.593  0.356
H  -11.038  -11.489  14.828  0.372
H  -9.277  -11.261  15.083  0.196
H  -10.187  -8.980  14.515  0.189
H  -11.105  -9.739  13.251  0.428
H  -9.353  -8.915  12.233  0.159
C  -4.425  -4.716  8.204  1.387
C  -3.942  -4.305  6.796  -0.544
O  -4.948  -3.502  6.229  -0.541
H  -3.504  -4.792  8.863  -0.537
H  -5.104  -5.608  8.170  -0.139
H  -5.048  -3.980  8.705  -0.598
H  -3.922  -5.197  6.118  0.364
H  -2.993  -3.701  6.788  0.267
H  -4.955  -3.707  5.286  0.324
C  -5.979  -1.819  10.135  0.223
O  -5.883  -2.994  10.901  -0.746
N  -7.163  -1.362  9.651  -0.405
N  -5.013  -1.064  9.773  -0.395
H  -8.035  -1.632  10.191  0.179
H  -7.278  -0.380  9.381  0.262
H  -4.208  -1.477  10.272  0.361
H  -5.031  -0.571  8.867  0.260
C  -8.654  -5.981  8.184  -0.014
O  -9.115  -7.125  8.892  -0.732
N  -7.620  -5.340  8.636  0.637
N  -9.146  -5.509  7.076  -0.288
H  -7.169  -5.506  9.516  -0.658
H  -7.402  -4.397  8.113  0.254
H  -10.062  -5.907  6.798  0.338
H  -8.685  -4.660  6.677  0.213
C  -3.541  -8.535  11.480  0.272
O  -3.312  -9.735  10.807  -0.754
N  -3.334  -8.299  12.791  -0.355
N  -3.954  -7.454  10.847  -0.132
H  -2.920  -9.057  13.380  0.266
H  -3.701  -7.497  13.311  0.227
H  -3.793  -7.577  9.842  0.263
H  -3.540  -6.550  11.026  -0.217
C  -6.065  -9.343  14.730  0.243
O  -4.802  -9.580  15.276  -0.761
N  -6.055  -9.244  13.456  -0.157
N  -7.163  -9.981  15.075  -0.217
H  -5.105  -8.977  13.055  0.185
H  -6.651  -8.592  12.959  0.229
H  -7.170  -10.225  16.076  0.256
H  -8.048  -9.516  14.907  0.130
C  -7.181  -5.949  11.650  -0.587
O  -7.642  -7.164  12.114  0.556
N  -7.759  -4.768  11.913  1.063
N  -6.048  -5.793  10.935  1.221
H  -8.620  -4.791  12.519  -0.062
H  -7.304  -3.892  11.668  0.117
H  -5.353  -6.575  10.984  -0.852
H  -5.686  -4.831  10.885  0.162
C  -11.237  -6.885  11.660  -0.321
O  -10.488  -7.928  11.116  -0.589
H  -11.500  -7.191  12.645  0.288
H  -12.237  -6.448  11.353  0.293
H  -10.562  -6.027  11.671  -0.155
H  -9.975  -7.708  10.330  0.433
C  -9.397  -5.857  14.568  -0.655
O  -9.781  -4.713  13.864  -0.553
H  -10.002  -6.758  14.234  0.122
H  -9.537  -5.614  15.611  0.501
H  -8.319  -6.018  14.618  0.201
H  -10.657  -4.441  14.091  0.278
C  -7.988  -1.902  13.367  0.258
O  -9.253  -1.308  13.604  -0.560
H  -7.840  -2.977  13.567  0.113
H  -7.185  -1.405  13.993  0.357
H  -7.595  -1.747  12.401  -0.532
H  -9.523  -0.906  12.793  0.332
C  -10.114  -3.542  9.634  -0.098
O  -9.862  -2.323  10.362  -0.615
H  -11.205  -3.455  9.685  0.411
H  -9.814  -4.322  10.348  -0.098
H  -9.778  -3.530  8.575  0.089
H  -10.334  -2.198  11.130  0.247

The lowest unoccupied orbital energy comes out at -0.0131 Ha. Its orbital gap is 0.2813 Ha. The energy above the lowest of the compared OMol25 structures with the same formula, charge and spin is 802.6 kJ/mol. The value obtained for the total energy is -2209.1808 Ha. Its HOMO energy is -8.01 eV.



Which formula does entry 1 have? C6H9F



The highest energy above the lowest of the compared OMol25 structures with the same formula, charge and spin belongs to which entry? C17H60N10O13



Look up the energy above the lowest of the compared OMol25 structures with the same formula, charge and spin of the third one. 181.4 kJ/mol



Among the records above, which one has the highest energy above the lowest of the compared OMol25 structures with the same formula, charge and spin? C17H60N10O13